[1]
Formula: C19H35N3OP2RhS4
Source: the Open Molecules 2025 dataset
Level of theory: ωB97M-V/def2-TZVPD

* strongest force on any atom: 2.4 eV/A
* total charge: +3
* ΔE to the lowest compared entry with this formula, charge and spin: 36.2 kcal/mol
* spin multiplicity: 1
* gap between HOMO and LUMO: 6.407 eV
* highest occupied orbital energy: -16.91 eV

```
65
Properties=species:S:1:pos:R:3:forces:R:3:lowdin_charge:R:1
Rh 0.00310 0.25130 0.22780 1.22 -1.18 0.73 0.30
C 3.29800 1.44930 -0.80810 -0.59 -0.12 -0.03 -0.22
P 2.42710 0.23320 0.24270 0.02 0.60 1.31 0.87
C 3.37110 -1.29500 -0.03240 -0.62 0.03 -0.20 -0.20
C 2.86620 0.69620 1.96050 -0.11 -0.03 -0.29 -0.37
C 4.17270 1.07030 2.25310 -0.09 -0.05 0.03 -0.06
C 4.53070 1.41380 3.54530 0.08 0.02 -0.03 -0.02
C 3.59330 1.36180 4.56530 -0.01 0.03 -0.03 -0.02
C 2.29440 0.96920 4.28930 -0.10 -0.04 -0.04 -0.06
C 1.92050 0.64880 2.98710 -0.14 0.05 -0.46 -0.38
P 0.20810 0.12270 2.64350 0.95 0.59 -0.27 0.92
C -0.84890 1.24900 3.61850 -0.20 -0.07 -0.80 -0.20
C 0.14450 -1.48470 3.51190 -0.37 -0.03 -0.85 -0.20
H 4.37430 1.41100 -0.65060 -0.01 -0.15 0.11 0.06
H 2.93290 2.45020 -0.58330 0.00 -0.04 -0.05 0.03
H 3.09760 1.20170 -1.84960 -0.01 0.11 -0.10 0.06
H 4.42790 -1.08090 0.11840 0.03 0.07 0.02 0.07
H 3.20730 -1.63760 -1.05220 0.05 -0.12 -0.05 0.07
H 3.04760 -2.05780 0.66910 0.00 -0.09 0.04 0.05
H 4.91210 1.09560 1.46830 0.17 0.05 -0.03 0.11
H 5.54330 1.72580 3.75020 0.08 0.00 0.06 0.13
H 3.87280 1.63740 5.57070 0.01 -0.03 0.09 0.13
H 1.57360 0.91370 5.09050 -0.06 0.05 0.15 0.11
H -0.76130 1.06300 4.68770 0.15 -0.18 -0.03 0.07
H -1.88730 1.10270 3.32370 -0.09 0.02 0.05 0.06
H -0.55660 2.27630 3.40600 0.01 0.00 -0.02 0.05
H 0.35120 -1.32050 4.57050 0.01 0.23 -0.05 0.08
H 0.90780 -2.14220 3.10030 0.01 -0.03 0.00 0.05
H -0.82960 -1.95600 3.40410 -0.08 -0.06 0.05 0.06
S -2.30970 -0.07620 -0.32140 -0.24 -0.19 1.10 0.58
C -2.40390 0.54130 -1.89350 -0.43 0.94 -1.29 -1.10
N -2.94390 1.71220 -2.20260 0.26 -0.91 0.26 -0.04
C -2.92000 2.10310 -3.60060 0.12 0.40 -0.58 -0.19
C -2.77390 0.81740 -4.40490 -0.08 -0.20 -0.10 -0.36
S -1.90670 -0.35440 -3.30090 -0.17 0.40 0.52 1.00
H -3.30700 2.34110 -1.49910 0.08 -0.20 0.16 0.15
H -2.07080 2.77960 -3.77440 -0.16 -0.12 0.09 0.13
H -3.84190 2.62930 -3.86080 0.13 -0.07 0.05 0.14
H -2.19640 0.94310 -5.31850 -0.03 0.07 0.07 0.10
H -3.74200 0.38080 -4.65450 0.09 -0.01 0.02 0.10
S -0.13870 2.57460 -0.62940 -0.26 -1.33 -0.57 0.68
C 0.11810 4.24830 -0.22710 0.25 -0.42 0.84 -0.71
N 0.95110 4.96770 -0.95360 -0.06 -0.29 -0.08 0.05
C 1.12400 6.40030 -0.75470 -0.12 0.67 0.10 -0.13
C -0.16610 6.97880 -0.18530 0.05 -0.14 0.06 -0.13
C -0.56160 6.20740 1.06830 0.14 0.67 0.07 -0.13
N -0.58050 4.78370 0.75810 0.00 -0.09 0.00 0.04
H 1.45820 4.52540 -1.70640 -0.11 -0.18 0.13 0.15
H 1.36450 6.85700 -1.71610 0.02 -0.08 0.11 0.14
H 1.95940 6.56650 -0.06790 -0.03 0.01 -0.11 0.14
H -0.96130 6.89370 -0.92880 0.01 0.09 0.00 0.13
H -0.02640 8.03090 0.05290 -0.02 -0.01 -0.01 0.14
H -1.55790 6.49730 1.40740 0.12 -0.06 -0.01 0.14
H 0.14990 6.39550 1.87870 -0.12 -0.01 -0.04 0.14
H -1.23180 4.19620 1.25650 0.10 -0.08 -0.18 0.14
C -1.80710 -3.93510 -0.21660 0.36 0.09 0.29 -0.21
S -0.25400 -3.41920 0.57570 -0.57 -1.23 -0.10 0.88
C 0.86100 -4.63920 -0.19380 -0.31 0.35 0.10 -0.19
O 0.12390 -2.10120 -0.06010 0.57 2.26 -0.51 -0.68
H -1.66950 -4.11380 -1.27720 0.16 0.05 -0.12 0.07
H -2.55380 -3.16230 -0.05980 0.06 0.11 0.13 0.04
H -2.12490 -4.84570 0.28100 -0.03 -0.19 0.07 0.07
H 0.82260 -5.54450 0.40230 -0.08 -0.14 0.12 0.07
H 1.87130 -4.24320 -0.18120 0.04 0.13 0.15 0.05
H 0.56140 -4.84470 -1.21690 -0.09 0.08 -0.06 0.07
```
Forces are in eV/Å.

***

[2]
Formula: C4H4N2O2
Source: the Open Molecules 2025 dataset
Level of theory: ωB97M-V/def2-TZVPD

* strongest force on any atom: 7.0 eV/A
* total charge: 0
* ΔE to the lowest compared entry with this formula, charge and spin: 64.1 kcal/mol
* spin multiplicity: 1
* gap between HOMO and LUMO: 8.915 eV
* structure (SMILES): Nc1ocnc1C=O
* highest occupied orbital energy: -8.77 eV

```
12
Properties=species:S:1:pos:R:3:forces:R:3:lowdin_charge:R:1
N -1.03265 -0.18889 -1.52546 1.14 -1.91 -6.62 0.15
C -0.77547 -0.11655 -0.28968 1.44 0.46 5.75 -0.41
O -1.70440 -0.21190 0.73233 2.55 -0.12 -0.68 0.09
C -0.85663 -0.10182 1.86270 -1.44 -0.64 -0.32 -0.19
N 0.37482 0.09668 1.71412 0.26 0.86 -2.42 0.14
C 0.49596 0.16817 0.24875 -0.32 0.26 1.22 -0.17
C 1.70978 0.46392 -0.52739 2.09 -2.07 -0.68 -0.16
O 1.86149 0.05940 -1.73159 -1.22 1.82 2.93 -0.06
H -1.41318 -1.12358 -1.99576 0.90 2.81 1.59 0.20
H 0.03325 0.02669 -1.84057 -2.68 -0.99 -1.02 0.14
H -1.42094 -0.38019 2.70533 -0.20 0.09 1.28 0.12
H 2.70710 0.86026 0.03818 -2.51 -0.59 -1.02 0.16
```
Forces are in eV/Å.

***

[3]
Formula: C20H56O7
Source: the Open Molecules 2025 dataset
Level of theory: ωB97M-V/def2-TZVPD

* strongest force on any atom: 9.8 eV/A
* total charge: 0
* spin multiplicity: 1
* gap between HOMO and LUMO: 9.933 eV
* highest occupied orbital energy: -9.75 eV

```
83
Properties=species:S:1:pos:R:3:forces:R:3:lowdin_charge:R:1
C -0.65964 -4.39170 0.50158 -1.59 5.07 -3.31 -0.10
C -0.16364 -4.27970 -0.95542 -0.03 3.53 -0.21 -0.22
C -1.32064 -4.09070 -1.99842 -0.68 -3.97 1.64 -0.24
C -0.97664 -4.37770 -3.43242 3.76 -0.60 -0.12 -0.32
C -1.94964 -3.96570 -4.43742 -3.63 -0.44 -1.18 -0.35
C -2.04664 -2.46770 -4.58442 2.65 2.30 0.42 -0.15
H -1.18664 -5.19470 0.86058 -3.73 -1.73 -0.60 0.05
H -0.91064 -3.33570 0.89158 -0.32 -1.99 -0.42 0.09
H -0.01164 -4.73270 1.12858 6.12 -0.76 3.51 -0.01
H 0.58736 -4.98770 -1.18542 0.38 -1.24 -0.51 0.08
H 0.45636 -3.23570 -1.07442 -1.23 -2.33 0.63 0.14
H -1.70264 -3.11670 -1.78742 -0.74 0.57 -0.25 0.08
H -2.09564 -4.94370 -1.76142 0.81 1.93 0.02 0.15
H -0.67064 -5.45870 -3.60842 -0.46 1.11 0.62 0.13
H -0.02064 -3.80470 -3.59542 -0.42 -0.42 -0.31 0.12
H -2.98064 -4.22270 -3.98742 1.14 -0.57 -1.18 0.12
H -1.79164 -4.41770 -5.56742 -0.48 0.87 3.06 0.16
H -2.87664 -2.21270 -5.29042 1.03 0.27 0.58 0.08
H -0.96164 -2.31270 -4.98142 -1.97 0.86 -0.12 0.09
H -2.01964 -1.71070 -3.60742 -0.59 -2.55 -2.30 0.10
C -4.14364 0.14130 2.98658 -0.83 -0.83 -1.54 -0.11
C -2.94664 -0.74370 3.16258 0.16 3.17 1.87 -0.29
O -2.70064 -0.63070 4.61358 0.51 -1.74 -1.26 -0.09
H -4.01264 1.17730 3.16058 1.00 1.08 1.16 0.05
H -4.94764 -0.18470 3.69758 0.16 0.10 -1.50 0.10
H -4.24564 0.27530 1.88358 -1.38 -0.95 0.41 0.09
H -2.15264 -0.33070 2.56958 0.98 0.75 0.13 0.06
H -2.96264 -1.68470 2.70058 -0.85 -2.01 0.57 0.09
H -2.22664 0.18930 4.70358 0.27 0.42 0.19 0.07
C 0.53136 -2.58870 3.88158 -3.67 1.57 -0.43 -0.08
C 1.62736 -1.80570 3.27758 -0.81 -0.59 -2.50 -0.34
O 2.02336 -2.38570 2.01758 1.14 0.00 0.05 -0.09
H 0.87036 -3.63070 4.01658 -0.58 0.55 0.37 0.09
H -0.38664 -2.49970 3.18158 1.32 -0.85 0.87 0.07
H 0.08836 -1.98270 4.78958 1.29 -1.69 -1.19 0.12
H 2.29036 -1.78070 4.02958 3.74 -0.32 2.18 0.07
H 1.48036 -0.78670 3.09458 -1.19 1.77 -0.23 0.08
H 2.84236 -1.96770 1.64258 -1.19 -0.39 0.87 0.11
C -0.08864 -0.56570 0.27658 -4.20 0.26 0.70 -0.08
C -0.30364 0.86330 0.65658 -1.88 2.32 -0.41 -0.30
O 0.27236 1.69530 -0.37442 -0.71 -1.49 0.21 -0.12
H -0.83464 -0.88570 -0.49742 1.38 0.53 -0.39 0.09
H -0.69964 -0.99170 1.09058 1.43 -1.05 0.46 0.05
H 0.95036 -0.77970 0.14958 0.28 -0.66 0.06 0.07
H 0.23136 1.12830 1.56158 0.06 -0.27 0.51 0.09
H -1.53664 1.33130 0.93558 3.32 -1.93 -1.11 0.19
H 0.00036 2.51930 -0.02642 -0.13 2.39 0.10 0.00
C -0.09464 4.93130 -1.74542 -1.06 -5.20 2.88 -0.05
C 0.44136 5.03930 -0.29542 2.30 -1.60 0.94 -0.34
O -0.25764 4.32030 0.65158 -3.37 -3.21 1.98 -0.15
H -1.25864 4.96130 -1.83742 2.26 0.23 0.23 0.10
H 0.29336 3.78530 -1.95542 -1.38 2.86 -0.23 0.12
H 0.43936 5.58230 -2.30242 1.26 2.08 -2.32 0.01
H 0.43836 5.90230 0.31558 1.02 2.57 -1.20 0.09
H 1.51936 4.43530 -0.07842 -2.31 2.20 -1.52 0.18
H -1.17564 4.61230 0.88858 1.33 0.03 -0.80 0.13
C -2.77564 0.80430 -3.04642 -4.22 -0.51 -1.77 -0.10
C -2.63164 2.28230 -2.68442 4.53 -4.01 3.18 -0.47
O -3.73764 2.89530 -2.97242 -2.66 7.15 -1.68 -0.07
H -3.22564 0.64930 -4.08742 1.33 0.49 0.80 0.10
H -3.59864 0.16130 -2.53342 1.09 1.76 0.17 0.11
H -1.94164 0.23330 -2.89342 2.51 -1.11 0.06 0.00
H -1.66164 2.75730 -3.06542 -1.23 -0.81 0.13 0.12
H -2.51364 2.18230 -1.54842 0.41 0.66 -0.83 0.11
H -3.45064 3.92830 -2.99142 -1.74 -3.54 0.01 0.18
C 4.96536 1.34630 -1.88842 -2.37 8.80 -0.03 -0.05
C 3.38436 1.40930 -1.81842 0.76 1.21 1.31 -0.24
O 2.85336 1.11730 -0.52942 9.43 -2.36 -1.26 -0.04
H 5.53036 1.99030 -1.09442 -1.25 -0.53 -1.58 0.11
H 5.35736 1.52530 -2.89442 -0.31 0.25 0.18 0.08
H 5.19736 0.49030 -1.62742 2.27 -8.60 2.28 -0.05
H 3.10336 0.61630 -2.42942 -0.89 -1.16 -1.62 0.08
H 2.98436 2.36230 -2.16042 0.08 0.05 -0.29 0.10
H 2.05636 1.30030 -0.26742 -7.35 2.30 0.91 -0.08
C 2.93436 3.01630 3.60158 -3.46 0.64 -2.25 -0.09
C 4.29736 2.46830 3.34358 1.79 0.46 -1.89 -0.38
O 4.39136 1.34830 4.10858 -3.76 -1.18 1.93 -0.05
H 2.54136 3.94430 2.98858 1.29 -1.83 0.83 0.10
H 2.97036 3.35030 4.58958 -0.50 0.43 1.83 0.03
H 1.99836 2.21430 3.48758 2.87 1.75 0.30 0.13
H 5.23036 3.06530 3.55658 -1.39 0.64 0.03 0.13
H 4.46536 2.15230 2.32358 -0.38 0.24 -0.87 0.09
H 5.21236 0.98430 4.18258 3.48 -1.19 0.04 0.04
```
Forces are in eV/Å.